{"formula": "C58H129BN3O20", "method": "ωB97M-V with the def2-TZVPD basis set", "s_squared": 0.75, "multiplicity": 2, "e_lumo_ev": [3.66, 3.66], "largest_force_ha_per_bohr": 0.105, "charge": -2, "total_energy_ev": -108336.8277, "symbols": ["O", "C", "O", "B", "O", "C", "O", "O", "C", "O", "C", "O", "O", "C", "C", "C", "O", "H", "H", "H", "H", "H", "H", "H", "H", "C", "C", "C", "O", "H", "H", "H", "H", "H", "H", "H", "H", "C", "C", "C", "O", "H", "H", "H", "H", "H", "H", "H", "H", "C", "C", "C", "O", "H", "H", "H", "H", "H", "H", "H", "H", "C", "C", "C", "O", "H", "H", "H", "H", "H", "H", "H", "H", "C", "C", "C", "O", "H", "H", "H", "H", "H", "H", "H", "H", "C", "C", "C", "O", "H", "H", "H", "H", "H", "H", "H", "H", "C", "C", "C", "O", "H", "H", "H", "H", "H", "H", "H", "H", "C", "C", "C", "O", "H", "H", "H", "H", "H", "H", "H", "H", "C", "C", "C", "C", "C", "C", "N", "O", "C", "C", "C", "H", "H", "H", "H", "H", "H", "H", "H", "H", "H", "H", "H", "H", "H", "H", "H", "H", "H", "H", "C", "C", "C", "C", "C", "C", "N", "O", "C", "C", "C", "H", "H", "H", "H", "H", "H", "H", "H", "H", "H", "H", "H", "H", "H", "H", "H", "H", "H", "H", "C", "C", "C", "C", "C", "C", "N", "O", "C", "C", "C", "H", "H", "H", "H", "H", "H", "H", "H", "H", "H", "H", "H", "H", "H", "H", "H", "H", "H", "H"], "xyz": [[-1.768, 1.059, -2.821], [-1.209, 0.997, -1.717], [0.077, 0.699, -1.477], [0.299, 0.652, -0.035], [-0.966, 1.049, 0.605], [-1.896, 1.292, -0.316], [-3.105, 1.529, -0.127], [1.432, 1.504, 0.408], [2.403, 0.718, 1.002], [3.451, 1.082, 1.551], [1.827, -0.795, 0.926], [0.676, -0.756, 0.372], [2.439, -1.784, 1.327], [-6.402, 0.602, -3.986], [-5.267, 1.047, -3.117], [-5.729, 2.198, -2.157], [-4.778, -0.095, -2.363], [-7.256, 0.316, -3.371], [-6.222, -0.346, -4.492], [-6.675, 1.239, -4.827], [-4.442, 1.409, -3.731], [-4.810, 2.555, -1.693], [-6.364, 1.821, -1.355], [-6.189, 3.091, -2.581], [-4.011, 0.135, -1.834], [1.720, -4.486, -2.030], [2.650, -3.293, -2.126], [1.968, -1.948, -2.503], [3.331, -3.181, -0.943], [2.154, -5.456, -1.787], [1.144, -4.452, -2.955], [0.957, -4.323, -1.268], [3.301, -3.464, -2.984], [1.619, -2.013, -3.534], [2.589, -1.062, -2.370], [1.083, -1.880, -1.871], [2.738, -2.747, -0.325], [-2.000, 1.223, 4.148], [-0.916, 0.096, 4.190], [0.512, 0.647, 4.379], [-1.264, -0.683, 5.325], [-2.918, 0.706, 3.870], [-1.800, 1.913, 3.328], [-2.111, 1.829, 5.047], [-1.012, -0.594, 3.352], [0.831, 1.175, 3.480], [1.306, -0.090, 4.490], [0.528, 1.326, 5.231], [-1.290, -1.610, 5.077], [3.860, 0.767, 4.779], [5.297, 1.115, 4.428], [6.168, -0.139, 4.173], [5.243, 1.933, 3.261], [3.782, 0.089, 5.629], [3.360, 0.306, 3.927], [3.202, 1.604, 5.008], [5.691, 1.709, 5.253], [7.202, 0.202, 4.117], [5.996, -0.724, 3.269], [6.117, -0.751, 5.073], [4.481, 1.710, 2.722], [-2.328, 7.068, -1.869], [-1.279, 6.017, -1.924], [-1.530, 4.611, -1.318], [-0.778, 5.943, -3.258], [-2.217, 8.030, -2.368], [-2.591, 7.298, -0.836], [-3.292, 6.830, -2.318], [-0.510, 6.362, -1.233], [-2.449, 4.555, -0.735], [-0.682, 4.251, -0.736], [-1.841, 3.822, -2.003], [-1.585, 5.811, -3.760], [3.186, 2.417, -2.553], [2.146, 3.570, -2.529], [2.526, 4.586, -1.474], [1.876, 4.015, -3.816], [4.122, 2.826, -2.934], [2.942, 1.550, -3.168], [3.369, 1.975, -1.574], [1.240, 3.038, -2.239], [1.725, 5.317, -1.361], [3.399, 5.191, -1.718], [2.646, 4.113, -0.500], [1.337, 3.321, -4.203], [1.900, 0.886, -6.178], [0.386, 1.329, -6.047], [-0.502, 0.076, -5.809], [0.274, 2.000, -4.797], [2.172, 0.310, -7.063], [2.226, 0.250, -5.356], [2.470, 1.787, -6.407], [0.052, 1.864, -6.936], [-0.494, -0.556, -6.697], [-1.529, 0.414, -5.675], [-0.148, -0.563, -5.000], [-0.495, 1.685, -4.316], [-5.603, -3.087, 0.212], [-5.756, -1.763, 0.992], [-4.389, -1.251, 1.404], [-6.345, -0.788, 0.075], [-6.556, -3.585, 0.034], [-4.885, -3.782, 0.649], [-5.251, -2.933, -0.808], [-6.454, -1.904, 1.817], [-3.841, -0.942, 0.514], [-3.853, -1.935, 2.062], [-4.681, -0.369, 1.975], [-5.702, -0.651, -0.625], [6.299, -0.167, 0.218], [5.563, -0.072, -1.128], [6.352, 0.869, -2.098], [5.497, -1.301, -1.799], [7.242, -0.692, 0.068], [5.626, -0.727, 0.868], [6.425, 0.794, 0.716], [4.578, 0.368, -0.974], [5.935, 1.002, -3.096], [7.429, 0.699, -2.098], [6.209, 1.869, -1.687], [4.741, -1.784, -1.456], [-1.757, -2.747, -2.537], [-2.401, -3.739, -3.504], [-2.662, -5.029, -2.762], [-3.587, -6.066, -3.446], [-4.940, -5.469, -3.701], [-4.809, -4.164, -4.502], [-3.795, -3.269, -3.902], [-3.748, -2.023, -4.465], [-4.503, -4.413, -5.957], [-6.209, -3.503, -4.371], [-1.488, -4.009, -4.687], [-1.403, -1.864, -3.069], [-0.894, -3.131, -1.993], [-2.500, -2.444, -1.799], [-1.752, -5.558, -2.481], [-3.204, -4.765, -1.854], [-3.702, -7.018, -2.929], [-3.127, -6.340, -4.395], [-5.361, -5.327, -2.706], [-5.470, -6.270, -4.218], [-5.296, -4.776, -6.611], [-4.247, -3.453, -6.407], [-3.679, -5.103, -6.139], [-6.961, -4.265, -4.578], [-6.352, -3.147, -3.351], [-6.413, -2.577, -4.909], [-1.489, -3.150, -5.358], [-1.619, -4.898, -5.303], [-0.452, -4.187, -4.398], [-4.239, -1.484, -3.840], [-1.138, 8.433, 3.442], [-0.905, 6.993, 3.689], [-1.552, 6.263, 2.444], [-1.130, 4.757, 2.317], [0.378, 4.579, 2.258], [1.037, 5.279, 3.480], [0.540, 6.652, 3.660], [1.291, 7.467, 4.550], [0.875, 4.346, 4.692], [2.531, 5.366, 3.096], [-1.596, 6.478, 5.007], [-0.899, 9.011, 4.335], [-2.157, 8.686, 3.149], [-0.517, 8.841, 2.645], [-2.611, 6.293, 2.700], [-1.330, 6.789, 1.515], [-1.593, 4.335, 1.425], [-1.544, 4.116, 3.095], [0.769, 4.972, 1.320], [0.597, 3.517, 2.372], [1.388, 3.403, 4.504], [1.179, 4.814, 5.629], [-0.148, 4.059, 4.935], [3.084, 4.459, 2.855], [2.627, 5.913, 2.158], [3.085, 5.906, 3.864], [-2.450, 7.083, 5.309], [-0.920, 6.693, 5.835], [-1.817, 5.412, 5.073], [1.702, 8.066, 3.923], [0.811, -4.653, 1.764], [1.140, -5.018, 3.215], [1.422, -6.541, 3.326], [2.729, -6.974, 2.876], [3.845, -6.294, 3.641], [3.734, -4.700, 3.551], [2.295, -4.351, 3.864], [2.146, -3.020, 3.859], [4.701, -4.094, 4.634], [4.243, -4.292, 2.138], [-0.146, -4.653, 4.020], [0.648, -3.586, 1.613], [0.002, -5.225, 1.309], [1.652, -4.871, 1.106], [1.410, -6.807, 4.383], [0.576, -7.107, 2.936], [2.909, -6.853, 1.808], [2.819, -8.057, 2.951], [4.756, -6.684, 3.186], [3.907, -6.605, 4.684], [4.120, -4.223, 5.547], [5.634, -4.658, 4.651], [4.838, -3.017, 4.537], [4.328, -3.207, 2.190], [5.249, -4.689, 2.006], [3.593, -4.694, 1.360], [-0.152, -4.902, 5.081], [-0.985, -5.195, 3.585], [-0.354, -3.584, 3.967], [2.055, -2.780, 2.934]], "atomic_forces_ev_per_a": [[0.3, 0.1, -1.3], [-3.2, 1.1, 4.2], [1.6, -0.3, 0.4], [-2.0, 0.8, -1.0], [1.7, -0.3, 1.6], [0.5, -1.0, -5.3], [0.2, 0.0, 0.4], [2.8, -1.7, 1.6], [-0.5, 1.2, 0.2], [-3.1, -1.0, -2.0], [1.4, 0.6, 0.5], [0.1, -0.3, 0.3], [-0.6, 1.0, -0.4], [-0.6, -1.6, -0.4], [0.0, 1.0, 0.7], [1.3, -0.5, 0.2], [-1.2, -0.1, -0.7], [-0.3, 0.6, 0.1], [0.7, -0.2, -0.1], [0.0, 0.6, 0.5], [0.1, 0.1, 0.0], [0.0, 0.0, 0.3], [-0.1, -0.2, -0.1], [-0.2, -0.3, -0.6], [0.7, 0.8, 0.1], [-1.3, 0.8, -0.4], [-0.6, 0.4, -1.6], [-0.8, -1.4, 0.4], [1.7, 0.3, 0.9], [0.4, 0.2, -0.4], [0.0, -0.8, -0.2], [0.0, 0.2, 0.3], [0.8, -0.3, 0.4], [0.0, 0.2, -0.1], [0.2, -0.2, 0.0], [-0.1, 0.5, 0.0], [0.0, 0.1, 0.7], [0.7, -0.7, -1.4], [-0.1, 1.0, 0.8], [-0.3, -0.2, -0.7], [-0.2, -0.6, 1.0], [-0.3, 0.3, 0.3], [0.1, 0.0, -0.2], [0.2, -0.5, 0.3], [0.2, 0.6, -0.6], [-0.3, 0.5, -0.1], [-0.4, -0.5, 0.4], [0.0, 0.0, 0.0], [0.1, 0.0, 0.1], [-0.5, -0.5, 0.2], [-1.3, -0.4, -1.3], [0.5, 0.9, 0.9], [1.3, 0.7, 0.8], [0.1, -0.2, 0.0], [0.3, -0.4, 0.0], [0.4, 0.5, 0.1], [0.5, 0.0, -0.1], [0.2, 0.0, -0.1], [-0.6, 0.2, 0.1], [-0.1, -0.4, -0.1], [-0.1, -0.2, -0.1], [-2.4, 0.7, 0.6], [1.1, -0.7, 0.4], [-1.5, 0.0, -0.3], [0.1, 0.1, 0.4], [1.4, 0.0, 0.0], [0.1, 0.0, 0.2], [-0.3, -1.0, -0.1], [0.7, 0.5, -0.6], [0.1, 0.5, 0.8], [-0.1, 0.0, -0.1], [0.7, 0.1, -0.8], [0.1, -0.2, -0.5], [0.5, 0.4, 0.0], [0.0, -2.8, 0.8], [-0.6, 0.8, -0.4], [1.0, 1.5, -0.4], [0.3, 0.0, 0.0], [-0.5, 0.3, -0.4], [0.0, 0.4, 0.3], [-0.3, 0.3, 0.8], [-0.2, 0.1, 0.0], [0.3, -0.3, -0.1], [0.2, -0.2, -0.1], [-0.4, -0.3, -0.4], [-0.9, 0.7, -1.1], [0.9, -3.2, 1.9], [0.2, 0.2, -1.7], [0.8, 1.3, -1.1], [-0.8, -0.4, -0.4], [0.0, 0.7, 0.4], [0.4, 0.1, 1.0], [0.0, 0.5, 0.2], [-0.1, -0.1, -0.3], [0.0, -0.3, 0.4], [-0.1, 0.5, 0.3], [-0.6, -0.2, 0.7], [-0.3, -0.1, -0.3], [0.4, -0.6, -2.4], [-1.3, 0.6, 0.7], [-0.4, -0.8, 1.5], [-0.2, -0.1, 0.4], [-0.1, -0.1, 0.3], [0.3, 0.5, -0.1], [0.1, 0.2, 0.1], [0.3, -0.1, 0.2], [0.2, -0.1, -0.2], [0.8, 0.4, 0.0], [0.2, 0.2, -0.5], [-1.0, -0.3, -0.3], [1.8, 1.4, -1.2], [-0.8, 0.9, 1.2], [-0.2, -0.5, 0.0], [0.0, 0.0, 0.2], [0.3, -0.3, 0.3], [0.2, 0.1, -0.2], [-0.2, -0.1, 0.0], [0.0, -0.8, -0.1], [-0.1, -0.4, -0.2], [0.2, 0.3, 0.2], [-0.2, -0.6, 0.2], [-0.3, 0.5, -0.3], [-1.2, -1.1, -0.7], [-0.9, -1.6, 0.9], [1.2, 0.5, -0.7], [1.1, -0.3, 0.2], [-1.0, 0.5, 0.1], [0.8, -1.6, 2.2], [-0.1, 0.6, -1.3], [0.3, 0.1, -1.4], [0.3, 0.4, 0.6], [0.9, 0.3, -0.8], [-0.2, 0.2, 0.0], [-0.1, -0.5, -0.2], [0.0, 0.1, 0.0], [0.3, 0.4, 0.1], [0.2, 0.1, 0.4], [0.3, 0.1, 0.5], [0.1, -0.1, -0.3], [-0.5, 0.4, -0.1], [-0.7, 0.5, -0.3], [-0.6, -0.2, 0.5], [0.3, 0.1, 0.0], [0.2, 0.1, 0.3], [-0.1, 0.2, -0.2], [0.1, -0.4, 0.4], [0.3, -0.3, -0.8], [0.0, 0.1, -0.1], [-1.0, -0.1, 0.1], [0.2, 0.5, 0.5], [0.0, 0.7, 0.5], [0.3, 1.8, 0.5], [-0.1, -3.1, -0.7], [0.5, -1.5, 1.5], [-0.4, 0.5, -0.5], [-0.9, 0.7, 1.0], [0.8, -0.9, -0.3], [-0.8, 0.5, -1.4], [-0.2, -0.5, 0.2], [-0.4, 0.1, 0.5], [0.3, 0.8, 0.0], [0.7, 1.0, 0.3], [0.0, 0.2, 0.1], [-0.2, -0.4, 0.2], [0.2, -0.3, -0.1], [-0.3, 0.1, -0.6], [0.0, 0.1, 0.0], [0.1, 0.1, -0.1], [-0.1, 0.4, 0.4], [0.1, 0.0, 0.0], [0.2, 0.0, -0.4], [0.3, 0.2, 0.2], [0.7, 0.0, -0.1], [-0.3, 0.1, -0.5], [-0.6, -0.5, 0.5], [-0.2, 0.5, 0.0], [0.1, -0.1, 0.0], [-0.5, -0.2, -0.5], [0.4, -0.1, 0.0], [-0.1, 0.2, -0.4], [0.2, 0.2, 0.2], [1.2, 0.2, -0.8], [-0.4, -0.8, 0.7], [-2.1, 0.8, 1.3], [1.6, -0.9, -1.1], [0.0, 1.0, -0.1], [0.6, -1.9, -0.6], [1.2, -2.7, 0.3], [-0.5, 2.4, 0.3], [-2.0, -0.4, -0.4], [-0.3, 0.1, 1.3], [0.2, -0.2, 0.0], [-0.3, 0.0, 0.1], [-0.3, 0.1, 0.5], [0.2, -0.1, 0.0], [-0.2, 0.3, 0.4], [0.0, 0.1, -0.5], [-0.2, 0.5, -0.3], [0.0, -0.2, 0.4], [0.4, 0.6, 0.0], [-0.4, 0.0, 0.2], [0.4, -0.1, 0.4], [0.0, 0.2, 0.0], [0.2, -0.1, -0.3], [-0.2, 0.0, -0.8], [0.0, -0.1, 0.0], [0.2, 0.5, -0.1], [0.5, -0.2, 0.0], [-0.1, 0.1, -0.2], [0.1, 0.0, -0.2], [0.2, 0.8, -0.6]], "mulliken_charge": [-0.912, 0.566, 0.755, -0.092, -0.193, -0.015, -0.915, 0.249, -0.251, -0.801, 1.731, -0.329, -0.238, -1.246, 0.945, -1.022, 0.670, 0.317, 0.021, 0.398, 0.075, 0.030, 0.202, 0.450, -0.354, -0.800, 0.275, 0.296, -0.635, 0.471, 0.149, -0.293, 0.384, 0.474, -0.177, -0.601, -0.151, -1.143, 0.785, -0.358, -0.713, 0.215, 0.034, 0.360, 0.092, -0.216, 0.077, 0.581, 0.422, -0.675, 0.722, -1.273, -0.644, 0.498, -0.321, 0.096, 0.343, 0.413, 0.059, 0.409, 0.537, -1.695, 0.464, 0.065, -0.515, 0.366, 0.295, 0.429, 0.016, 0.694, -0.687, 0.135, 0.433, -0.783, 1.984, -1.354, -0.700, 0.575, -0.047, -0.477, -0.741, 0.149, 0.487, 0.098, 0.599, -1.233, 0.666, -1.332, -0.422, 0.453, 0.036, 0.411, 0.250, 0.648, 0.329, -0.034, -0.062, -0.808, 0.102, -0.530, -0.642, 0.393, 0.381, -0.182, 0.402, -0.217, 0.464, 0.206, 0.146, -1.151, 3.007, -1.764, -0.726, 0.461, -0.244, 0.367, -1.313, 0.385, 0.383, 0.411, 0.263, -0.542, 2.097, -1.137, -0.957, -1.092, 1.502, 1.575, -0.602, -1.871, -1.864, -1.704, -0.073, -0.510, -0.074, 0.365, 0.265, 0.415, 0.339, 0.297, 0.439, 0.455, 0.252, 0.290, 0.451, 0.287, 0.307, 0.309, 0.299, 0.199, -0.035, -2.329, 1.998, -1.554, 0.207, 0.173, 1.849, 0.623, -0.557, -0.915, -2.045, -1.847, 0.436, 0.429, 0.431, 0.655, 0.095, -0.226, 0.077, 0.188, -0.639, -0.314, 0.463, 0.102, 0.188, 0.478, 0.468, 0.481, 0.421, 0.179, 0.330, -1.763, 2.249, -1.515, -0.440, -1.293, 1.931, -0.112, -0.404, -1.944, -1.038, -1.954, 0.130, 0.705, 0.121, 0.358, 0.449, 0.260, 0.417, 0.372, 0.330, 0.522, 0.409, 0.179, -0.428, 0.497, 0.276, 0.461, 0.434, 0.013, 0.230]}